The following is a quantum chemistry calculation of a cluster of 15 separate species, C81H136O9S3 in total at a distorted geometry, from OMol25.

Geometry as ORCA input:
```
! wB97M-V def2-TZVPD RIJCOSX def2/J DEFGRID3
* xyz 0 1
C -0.202 1.829 6.304
H -0.415 -6.158 0.117
O -8.050 1.134 -0.442
C -1.866 1.756 -4.100
H -4.538 -0.616 -2.823
C 1.040 1.891 5.697
H 0.722 -3.048 4.495
H 3.212 1.244 -0.860
O 1.233 -7.002 -1.622
H 1.710 2.715 5.900
C -1.946 -4.303 -3.339
H -8.378 4.170 -0.112
C 2.178 -0.504 -8.322
H -2.448 8.485 0.217
C 0.324 3.136 -3.039
C 1.425 -3.850 4.655
H -3.444 0.463 -1.854
C 1.367 5.353 1.788
H 1.877 3.683 3.054
H 3.826 -0.714 -2.378
C 5.512 1.235 0.918
H -1.492 3.253 1.702
C 6.881 4.870 0.547
C 4.990 0.007 3.061
H 3.735 -5.662 2.988
C -4.449 0.251 5.072
H 0.576 0.002 -1.463
H 5.031 0.826 3.785
H 0.796 -0.963 3.814
H -2.110 -6.361 -3.947
H -0.359 -8.316 2.744
C -4.342 2.174 3.639
C -2.002 3.043 -3.584
H -0.431 0.265 -4.648
C 4.454 0.478 1.707
H 1.060 7.901 0.982
H -0.689 0.366 2.150
H -1.263 9.067 -0.906
H 1.948 -4.032 2.570
C 4.465 0.571 -3.911
C -0.597 1.192 -4.106
H -3.732 4.086 0.850
C -8.697 5.022 -0.706
H -6.132 4.395 -0.235
C -0.934 3.721 -3.025
H 2.211 3.399 1.318
C -0.669 -0.230 5.129
H 5.179 2.069 -5.305
H -5.937 3.431 -1.663
H 2.834 1.472 -7.761
H 2.376 0.954 4.296
S 1.520 -7.493 -3.093
H 5.947 -0.504 2.984
H -6.416 6.453 -1.580
O -8.420 -1.212 0.265
C -1.372 8.529 0.041
H -1.154 -0.073 -1.092
C -5.412 0.877 5.849
H -7.649 0.443 2.404
O -6.370 -0.605 -0.729
C -3.106 -5.119 -0.960
C -8.058 5.175 -2.074
H 1.168 -5.595 0.773
H -1.811 -6.411 2.018
O -2.996 -4.371 2.136
H 7.798 -2.797 -0.468
C -5.345 2.776 4.388
C -3.915 0.889 3.970
H 2.833 -0.487 -9.199
H -0.729 -1.474 0.860
H -5.845 0.363 6.698
H -9.787 4.979 -0.791
H 1.607 6.159 2.488
H -5.785 1.125 -1.682
C -2.750 -3.783 -1.118
C 3.142 -5.290 3.816
H -3.794 -1.169 -1.324
H 6.484 0.728 1.024
C 1.415 0.897 4.798
H -3.175 -7.072 -1.868
H 0.922 -1.858 -6.367
C -5.342 0.346 -1.048
H -2.339 -7.106 3.513
C 0.504 1.882 -3.615
H 0.087 2.733 2.349
H -3.805 4.671 -2.143
H -3.009 3.437 -3.672
C 0.574 -0.168 4.515
C 1.891 -1.494 -6.000
H 2.073 -2.968 -2.865
C -3.022 -3.580 4.619
H 2.190 -1.448 0.042
H -1.304 -1.081 4.910
H 0.289 -5.217 -2.131
C -0.227 -7.324 3.171
H 4.764 3.229 1.247
H 3.715 -0.787 -6.833
H 4.528 3.954 -3.854
C -1.064 0.780 5.993
C 2.130 -4.367 3.583
H -6.286 -0.626 2.008
H -3.572 -5.459 -0.044
H 6.820 -2.911 1.799
H 3.085 -2.308 -7.565
H -3.706 2.784 -0.402
C 4.681 1.866 -4.366
H -4.175 5.811 -0.870
O 1.751 -8.886 -2.968
H 4.766 -0.277 -4.517
H 3.438 -7.191 -4.345
C 3.527 1.410 -1.886
C 6.204 -3.099 0.929
C 0.795 7.221 0.169
H 2.307 -3.484 -5.376
C -6.563 5.471 -2.044
C 5.726 2.697 1.263
H -2.057 0.751 6.423
H -1.859 -2.384 -2.546
H 2.986 -3.865 0.037
H 3.728 -6.816 -2.648
C 4.270 2.937 -3.581
H -8.584 5.929 -2.667
H 0.067 -7.388 4.220
H 1.576 -1.387 -3.294
H -8.527 5.942 -0.131
H 0.311 5.102 1.927
H -2.315 -3.376 5.420
C 3.042 -6.667 -3.478
H -2.783 -3.079 -0.295
H 1.700 -0.521 -5.534
C -2.917 -6.027 -1.993
C 2.717 -5.207 6.188
H -1.147 6.513 0.794
H 1.198 5.096 -0.327
H -5.712 3.766 4.141
O -1.137 -2.983 2.987
H 6.048 2.792 2.310
C 0.414 -5.459 -0.002
H 6.674 3.068 -0.662
O 0.510 -6.980 -3.967
H -1.455 -4.000 -4.256
H -8.222 4.272 -2.679
H 4.431 -3.329 2.095
C 0.078 -1.358 0.132
C 1.519 5.884 0.365
C 3.943 0.329 -2.645
H 3.492 3.563 -1.685
C -2.098 -3.413 -2.284
H 1.221 3.620 -2.672
C -5.861 2.147 5.509
C 5.887 -3.039 -1.450
H 1.381 1.474 -8.752
H -0.519 2.548 7.049
H 3.566 1.102 1.857
C -5.760 4.437 -1.268
C -0.716 7.154 0.017
C 2.227 4.136 2.129
H 2.812 -5.622 -3.662
H 1.187 7.660 -0.757
C -3.532 3.842 -0.195
H 3.272 4.446 2.204
C 4.556 -3.373 -1.271
H -2.459 3.998 -0.349
H 6.332 -2.830 -2.416
H 1.223 -3.748 6.760
H -0.018 -4.462 0.094
H -1.985 0.963 1.066
H -3.129 0.428 3.382
C -6.846 0.253 1.696
H 3.048 -5.480 7.181
C 3.723 2.718 -2.321
C 1.751 -4.240 5.950
H -4.991 0.926 -0.189
H 1.613 -0.625 1.491
H -0.028 -2.161 -0.606
H 4.287 -0.699 3.524
C 0.984 -5.606 -1.385
H -3.925 2.663 2.767
H 3.858 -3.513 -2.087
C 2.413 -2.474 -4.963
H -2.695 1.207 -4.524
H 7.735 2.906 0.671
H -0.151 2.093 -0.348
C 2.825 -1.312 -7.198
H 1.468 1.405 -3.741
H 1.907 -5.026 -1.497
H -1.427 2.366 3.226
H 4.170 -0.417 1.148
S -7.587 -0.088 0.128
S -2.096 -4.007 3.184
C -2.304 -5.637 -3.168
H 3.480 -2.272 -4.827
H 6.885 5.180 1.592
C 6.778 3.367 0.386
H -6.602 2.646 6.119
H -4.093 -0.719 5.398
C 4.863 -3.427 1.105
C -0.023 1.184 0.250
C -0.153 -0.059 -0.649
H 1.008 1.202 0.628
H 1.491 -2.420 1.347
H 1.283 -1.045 -8.647
H 4.196 -6.463 5.270
H 0.611 -2.854 -3.806
C 3.413 -5.734 5.098
H 6.049 5.375 0.046
C 6.741 -2.995 -0.349
C 1.425 -1.468 0.827
O -1.337 -5.270 3.708
C -0.968 1.147 1.442
C -0.964 2.466 2.244
H 2.579 6.074 0.153
H 5.337 1.148 -0.157
H -3.668 -4.409 4.897
C -4.223 -0.305 -1.831
H 1.264 1.040 -7.059
C 1.894 0.948 -7.945
H -6.197 1.121 1.630
H -1.131 4.693 -2.599
H -6.199 5.495 -3.076
H 0.586 -6.810 2.658
H -0.973 6.682 -0.931
C -4.276 4.762 -1.159
C -1.518 -6.542 3.060
H -3.585 -2.694 4.335
C 4.040 -3.624 0.002
C 1.597 -2.411 -3.678
H 7.789 5.232 0.062
H -0.931 9.182 0.799
*
```

Atomic partial charges in e from the Löwdin method, atoms 1 to 6: number 1, C, carries -0.085; number 2, H, carries 0.081; number 3, O, carries -0.272; number 4, C, carries -0.088; number 5, H, carries 0.091; number 6, C, carries -0.091

The following is a quantum chemistry calculation of a cluster of 9 separate species, C81H171N9O9 in total at a distorted geometry, from OMol25.

Geometry as ORCA input:
```
! wB97M-V def2-TZVPD RIJCOSX def2/J DEFGRID3
* xyz 0 1
C -2.534 -7.693 -0.222
O 4.575 9.558 -2.211
H 0.155 2.880 -0.996
H -2.159 -6.520 -2.045
H -3.765 5.722 -0.760
H -4.112 8.808 -5.068
H -5.870 -7.125 -1.430
H -0.767 -8.692 0.609
O -8.364 -5.011 -4.332
H -3.562 3.982 -0.778
C -6.830 -7.518 -4.123
H -2.391 -4.319 -1.236
H -0.406 2.044 2.519
H 2.307 -2.380 1.514
N 7.042 -1.874 -3.809
C 3.081 6.376 3.575
H 6.804 9.816 -5.546
C 3.537 -6.385 2.325
H -6.807 -8.607 -4.085
C 1.734 -4.967 3.757
H -7.535 -5.192 -4.781
H -2.894 -1.698 -1.696
C -3.481 8.388 -4.285
H -3.958 6.400 -6.199
C -4.300 -2.963 8.226
H -3.576 -6.046 3.935
C -3.856 -5.693 2.943
C 6.385 -2.325 -2.538
H -0.432 -3.154 5.130
H -9.351 -8.487 -3.720
H 8.054 -3.531 -2.047
H 1.599 -4.496 4.730
H -5.021 -3.994 5.923
H -10.030 -6.910 -2.930
H -4.185 -2.247 9.040
H -0.758 -0.304 7.616
C 4.485 -3.488 1.208
H 5.717 0.863 -4.000
H -1.492 5.834 -5.515
H 5.333 8.738 -5.740
C -5.784 -4.550 -3.151
H 7.732 6.788 -3.455
H -8.071 -2.761 -2.815
H 3.386 7.162 -5.039
H 5.718 -2.160 3.398
H 0.031 0.089 6.088
C -1.033 -7.949 -0.143
H 3.261 -5.659 5.742
H 7.864 8.949 -1.968
C -7.841 -7.552 -1.788
C -1.614 6.854 -5.150
H 5.634 5.629 -2.751
H 3.154 -1.940 -3.726
H -5.006 -5.232 -2.809
H -3.835 -1.209 4.102
C -0.006 1.264 0.539
H 0.957 0.515 -2.177
C -6.878 -5.386 -0.958
C 6.079 6.176 -4.787
H -4.436 -8.926 -0.858
H -4.460 -8.450 1.586
C -8.020 -6.928 -3.212
C 0.937 -0.250 -1.400
H 7.433 0.789 -4.282
H 5.634 6.624 -5.676
H -0.410 -7.064 -0.020
C 5.948 9.338 -5.070
H -2.314 4.988 -0.490
H 2.960 6.117 -1.880
O 5.410 -4.628 3.739
H -0.524 -5.816 1.904
C 1.796 6.761 2.827
H 4.286 -2.793 0.392
H -7.515 -8.592 -1.802
O -1.524 -3.248 7.660
H -3.837 -4.692 0.594
C 4.946 -1.609 -5.126
H -2.574 8.992 -4.305
C -1.106 -2.354 4.821
C -0.337 -0.730 6.705
H -2.766 -1.811 0.095
H 1.165 1.832 2.148
H 3.495 -7.446 2.573
H 5.176 -2.539 -5.645
H -1.346 4.252 4.166
C 7.094 7.225 -4.223
C 6.577 -1.238 -1.456
C 6.433 8.598 -3.704
H 6.613 1.061 -5.573
H 0.376 -3.735 2.466
O -3.538 -8.339 1.826
H -9.506 -7.064 -4.656
H 3.579 5.482 3.197
H -0.702 3.770 5.760
H -1.170 -2.829 8.448
C 6.474 -1.109 -4.970
H 2.210 8.951 2.638
C -3.835 -0.668 5.049
H -3.589 -3.588 4.943
H -4.227 0.260 4.633
H 6.799 -4.356 -2.866
H 8.639 -1.357 -3.202
C -2.140 -5.122 -0.543
H -1.748 7.375 -6.098
C -6.802 -6.876 -0.921
H -1.299 -7.148 2.869
H 5.286 10.144 -4.756
C 4.210 -1.681 -3.798
C -3.728 -2.572 6.817
H -0.750 7.167 -4.563
C -2.951 6.915 -4.357
C -7.165 -4.676 -2.345
H -2.977 -9.066 -1.889
N -3.163 -7.282 1.032
H -1.072 1.589 -2.154
H -2.158 -4.150 1.260
C 1.493 8.284 3.117
H -2.425 0.414 -2.883
H 6.324 5.146 -5.047
H 2.639 7.276 5.540
H -1.442 3.603 -2.318
H -2.657 0.625 1.393
H 2.427 5.575 0.903
H 2.071 -2.021 3.104
C 4.864 -2.663 -2.792
H -4.076 -4.632 3.066
H 2.123 7.335 -3.826
H 4.385 5.221 -3.842
H -0.563 -8.433 -1.000
H -5.827 -7.156 -3.901
C -3.959 4.728 -4.961
H -7.029 -7.222 -5.153
H -8.787 -7.437 -1.260
C 2.370 -2.868 2.487
C -9.355 -7.401 -3.631
H 1.532 -0.278 0.690
H 2.661 -6.298 1.682
C 2.208 6.565 1.304
H 4.760 -3.714 -3.061
H 4.387 -6.152 1.684
H 8.233 -0.858 -5.985
H 5.153 9.635 -1.448
H 1.994 1.070 -0.378
H -4.902 4.248 -3.031
H 5.982 -1.404 -0.558
H -1.408 -5.545 3.419
H -2.681 1.609 -1.664
C -3.950 -3.795 5.951
H -0.731 6.904 2.960
H 0.104 0.331 2.495
N 0.692 5.848 3.205
H 3.182 7.023 1.130
H -4.037 8.546 -3.361
C 1.690 5.333 5.411
H -7.587 -4.931 -0.266
H -4.733 4.189 -5.508
H -5.463 -1.761 5.903
C 5.084 6.023 -3.606
O -2.158 7.366 -2.135
H -3.873 -3.916 8.537
H -5.043 6.585 -4.745
H -3.527 3.283 -3.464
H -5.922 -5.053 -0.556
C -0.048 2.766 0.069
H 1.502 8.546 4.176
C 4.671 -1.982 3.153
H -0.672 -1.542 -2.202
C 3.716 6.882 -1.707
C 7.283 -1.288 -6.305
H -1.952 -2.919 4.432
N -2.261 -2.205 7.036
H -0.662 4.946 -2.288
H -2.927 -9.830 -0.528
H -2.838 7.631 -1.512
C -7.670 -3.257 -1.931
C -3.160 4.915 -1.173
H -1.302 4.217 -3.949
H -5.389 -2.982 8.210
C -4.103 6.198 -5.137
C -1.714 -0.122 -0.940
H 4.457 6.439 -1.042
H 6.593 -4.155 -1.235
C 4.322 7.345 -3.081
H 7.480 -2.308 -6.636
H -1.946 0.149 4.577
H 5.572 -3.535 1.140
H -6.878 -2.635 -1.513
C -2.890 -1.143 -0.757
H 5.682 -4.154 4.529
C 1.166 0.449 -0.036
H -5.294 -3.579 -3.070
N 4.128 -4.247 3.620
O -0.401 6.172 2.432
H -3.840 -0.621 -0.642
H 4.355 -1.053 -5.855
H -3.300 -4.627 6.223
C 6.472 0.460 -4.675
N -3.001 6.525 -2.983
H 0.131 3.290 4.367
C -2.798 -4.921 0.832
H -5.750 -4.784 -4.215
H 4.406 -6.735 4.928
H -8.558 -3.403 -1.315
C 3.231 -5.444 3.552
H 3.383 7.729 -1.107
H 8.280 9.516 -3.561
H -0.934 3.273 0.451
H 3.754 6.003 5.767
C -3.918 4.301 -3.495
H 2.104 4.358 5.153
H 7.800 7.494 -5.009
H 4.216 -0.670 -3.391
H -0.759 6.175 6.493
H 0.096 7.434 5.407
C -1.521 -1.430 5.967
C 0.220 1.305 2.020
N 5.264 8.372 -2.792
C -2.671 -6.434 -1.087
H 1.354 5.158 6.433
H 1.446 -4.509 1.564
H 4.479 -1.058 2.608
C -2.885 5.110 -2.688
C -3.347 -8.887 -0.880
H -2.996 4.332 -5.283
H 0.737 3.392 0.492
C -1.929 0.923 -2.057
O 8.402 -2.009 -3.866
C -0.521 6.540 5.494
H 4.261 -1.719 4.129
H -0.136 -1.679 -0.659
H 1.090 -5.845 3.717
C 6.967 -3.602 -2.097
H 0.342 -1.544 6.960
H 2.850 8.640 -4.331
H 4.443 -2.394 -1.823
H 0.511 8.563 2.736
C -0.442 4.128 4.763
H -4.866 -6.076 2.801
C -2.407 -0.326 5.442
C -4.531 -1.330 6.268
N -8.083 -5.421 -3.168
H 4.193 -4.431 0.746
C 3.898 -3.170 2.558
H 6.351 -0.210 -1.738
C -2.767 -6.092 1.858
H 1.474 7.091 0.694
C 1.432 -3.998 2.527
H -6.775 -7.374 0.048
C 7.451 9.420 -2.860
C -1.447 4.518 -2.911
O -2.313 1.359 0.879
H -4.842 -0.560 6.974
H -0.782 -1.762 3.966
H -1.062 -5.036 -0.407
C 3.144 7.621 -4.080
C 0.351 5.506 4.668
C -1.383 -6.127 2.498
C 2.893 6.285 5.161
C -0.418 -0.895 -1.362
H 2.717 -7.108 4.871
H 7.113 10.431 -2.633
H -1.474 6.675 4.983
N -1.307 0.601 0.315
H -2.292 0.559 6.068
H 7.585 -1.156 -1.048
H 1.704 -0.997 -1.605
H 3.827 7.158 3.432
H -3.720 -6.181 -1.244
H 7.026 -0.663 -7.160
C 3.420 -6.276 4.858
*
```

Relative energy (zero: lowest compared OMol25 entry of this formula, charge and spin)   1216.33 kJ/mol

Atomic partial charges in e from the Löwdin method, atoms 1 to 6: number 1, C, carries -0.465; number 2, O, carries -0.010; number 3, H, carries 0.063; number 4, H, carries 0.125; number 5, H, carries 0.077; number 6, H, carries 0.078

Table of electronic energy (eV), in record order: -137136.7371 -118587.8323
Table of highest occupied orbital energy (eV), in record order: -9.2106 -7.8049
Table of frontier orbital gap (eV), in record order: 9.45 8.12